38
Properties=species:S:1:pos:R:3:forces:R:3 method="wB97M-V/def2-TZVPD" charge=0 homo_lumo_gap_ha=0.3228 homo_ev=-8.29 spin_multiplicity=1 smiles=COc1cc(COc2ccc(B(O)O)cc2Cl)cc(OC)c1
C 4.346 -0.466 1.634 -1.6 0.8 0.8
O 3.489 -0.786 0.509 0.2 0.2 1.5
C 2.184 -1.028 0.890 -0.6 -1.3 -2.4
C 1.418 -1.602 -0.178 0.5 -0.1 0.8
C 0.079 -1.893 0.012 -0.4 0.8 0.4
C -0.881 -2.511 -0.976 -0.1 -0.1 -1.4
O -0.998 -1.870 -2.340 0.7 -0.5 1.3
C -1.288 -0.535 -2.340 0.3 0.8 0.1
C -0.675 0.266 -3.370 -0.6 -1.7 1.0
C -0.923 1.624 -3.475 -1.0 -1.3 -0.1
C -1.720 2.174 -2.463 0.6 3.8 -3.1
B -2.260 3.681 -2.422 0.9 -0.2 -0.4
O -1.336 4.708 -2.583 -0.9 0.4 0.0
O -3.622 3.916 -2.166 1.8 0.0 0.1
C -2.208 1.457 -1.484 -2.1 -1.2 2.8
C -2.141 0.111 -1.426 1.4 -2.7 -0.1
Cl -3.011 -0.784 -0.176 -1.1 1.6 -0.7
C -0.482 -1.591 1.244 0.0 -0.3 1.6
C 0.297 -1.154 2.322 -2.6 0.3 1.0
O -0.367 -0.925 3.584 0.8 -0.4 -1.8
C 0.519 -0.882 4.685 0.5 -2.4 0.0
C 1.608 -0.844 2.149 0.6 -0.4 -2.5
H 4.135 -1.242 2.421 0.8 0.5 -0.7
H 3.940 0.515 2.089 1.1 -1.2 -0.7
H 5.410 -0.378 1.320 -1.0 -0.2 0.1
H 1.892 -1.925 -1.096 0.3 0.4 0.0
H -1.892 -2.486 -0.627 0.2 -0.2 0.5
H -0.699 -3.584 -1.082 0.5 0.3 -0.8
H -0.097 -0.390 -4.022 0.0 0.7 -0.3
H -0.814 2.116 -4.434 0.7 0.3 0.2
H -0.407 4.529 -2.798 -0.7 -0.4 0.3
H -3.767 4.793 -1.792 -0.1 0.1 -0.3
H -2.829 1.933 -0.766 -0.5 0.3 0.6
H -1.534 -1.750 1.424 0.2 -0.1 0.2
H 1.023 0.035 4.820 -0.2 1.7 0.5
H 1.378 -1.518 4.456 0.0 -0.5 0.1
H 0.086 -1.356 5.602 -0.1 1.0 -0.8
H 2.149 -0.359 2.855 1.4 1.1 2.2